{
  "formula": "C22H27F2O5PSi",
  "method": "wB97M-V/def2-TZVPD",
  "species": ["C", "Si", "C", "C", "O", "P", "O", "O", "O", "C", "O", "C", "C", "C", "C", "C", "C", "H", "H", "H", "H", "H", "H", "H", "H", "H", "H", "H", "H", "H", "H", "H", "H", "H", "F", "C", "C", "C", "C", "C", "C", "H", "H", "H", "H", "H", "F", "C", "C", "C", "C", "C", "C", "H", "H", "H", "H", "H"],
  "xyz": [[0.439, 3.530, -1.557], [0.240, 1.741, -1.023], [0.341, 0.723, -2.612], [-1.502, 1.506, -0.335], [1.494, 1.135, -0.026], [1.760, 1.797, 1.396], [3.161, 1.608, 1.739], [1.413, 3.352, 1.442], [0.823, 1.144, 2.535], [0.968, -0.264, 2.602], [1.471, -0.631, 3.874], [1.145, -1.983, 4.069], [1.964, -2.936, 3.536], [1.601, -4.253, 3.710], [0.459, -4.540, 4.394], [-0.340, -3.580, 4.952], [0.014, -2.262, 4.785], [-0.153, 3.706, -2.455], [1.471, 3.845, -1.711], [0.004, 4.156, -0.770], [0.627, -0.315, -2.428], [1.065, 1.192, -3.287], [-0.614, 0.743, -3.146], [-2.106, 0.997, -1.090], [-1.961, 2.492, -0.210], [-1.538, 0.907, 0.578], [0.491, 3.502, 1.702], [-0.024, -0.707, 2.456], [1.639, -0.671, 1.837], [2.866, -2.686, 2.993], [2.199, -5.046, 3.281], [0.166, -5.580, 4.501], [-1.240, -3.796, 5.515], [-0.566, -1.443, 5.192], [0.370, 5.991, -2.924], [0.884, 6.269, -4.139], [0.375, 5.623, -5.248], [0.903, 5.913, -6.497], [1.935, 6.833, -6.620], [2.437, 7.469, -5.492], [1.907, 7.190, -4.241], [-0.425, 4.903, -5.130], [0.509, 5.420, -7.376], [2.349, 7.054, -7.595], [3.245, 8.183, -5.586], [2.279, 7.681, -3.351], [-1.818, -3.868, 1.766], [-2.348, -5.097, 1.624], [-2.814, -5.489, 0.384], [-3.357, -6.758, 0.239], [-3.435, -7.612, 1.330], [-2.964, -7.200, 2.570], [-2.412, -5.936, 2.719], [-2.752, -4.805, -0.452], [-3.720, -7.079, -0.728], [-3.862, -8.599, 1.214], [-3.028, -7.863, 3.422], [-2.033, -5.601, 3.674]],
  "nbo_charge": [-1.1258, 1.8351, -1.1259, -1.1461, -1.1095, 2.5362, -1.1017, -0.9603, -0.7979, 0.2229, -0.5288, 0.3508, -0.2809, -0.1932, -0.2327, -0.1893, -0.2802, 0.2467, 0.2559, 0.2314, 0.2431, 0.2392, 0.2343, 0.2508, 0.2393, 0.2473, 0.5060, 0.1575, 0.1727, 0.2327, 0.2178, 0.2089, 0.2145, 0.2278, -0.3271, 0.3977, -0.2891, -0.1893, -0.2293, -0.1875, -0.2844, 0.2258, 0.2180, 0.2170, 0.2190, 0.2311, -0.3249, 0.4008, -0.2859, -0.1900, -0.2303, -0.1907, -0.2860, 0.2280, 0.2176, 0.2162, 0.2172, 0.2278],
  "gap_ev": 9.812,
  "homo_energy_ev": -9.3674,
  "max_force_ev_per_a": 3.20
}